Formula: C29H53BCoO2P2
Source: the Open Molecules 2025 dataset
Level of theory: wB97M-V/def2-TZVPD

Structure (ORCA input):
```
! wB97M-V def2-TZVPD RIJCOSX def2/J DEFGRID3
* xyz 1 5
Co 1.829 1.432 -0.295
C 3.091 0.309 -1.459
C 2.209 1.118 -2.270
C 3.452 2.542 -0.906
C 3.853 1.197 -0.624
C 2.420 2.503 -1.898
C 3.250 -1.168 -1.451
H 2.690 -1.633 -2.272
H 2.893 -1.581 -0.490
H 4.311 -1.448 -1.555
C 4.909 0.778 0.335
H 4.621 -0.135 0.872
H 5.106 1.559 1.080
H 5.862 0.566 -0.176
C 4.091 3.767 -0.343
H 4.858 4.162 -1.033
H 4.577 3.547 0.620
H 3.346 4.557 -0.169
C 1.783 3.707 -2.503
H 2.538 4.322 -3.020
H 1.320 4.334 -1.725
H 1.007 3.422 -3.216
C 1.293 0.641 -3.334
H 1.215 1.376 -4.148
H 0.274 0.460 -2.949
H 1.651 -0.302 -3.762
C -0.238 -3.096 0.274
C 0.372 -3.351 -0.892
C -0.022 -2.835 -2.248
C -1.538 -2.534 -2.484
C -1.942 -1.141 -2.439
C -1.919 -0.237 -1.300
C -1.082 -0.699 -0.079
C -1.358 -2.118 0.445
H 0.268 -3.625 -2.971
H -2.156 -3.184 -1.837
H 0.582 -1.945 -2.508
H -2.290 -2.528 -0.019
H 0.112 -3.549 1.209
H 1.292 -3.952 -0.893
H -1.566 -2.040 1.531
H -0.009 -0.593 -0.339
H -1.411 0.698 -1.641
H -1.240 -0.019 0.777
H -1.755 -2.854 -3.525
H -2.207 -0.711 -3.415
P -4.221 -2.360 -0.733
C -5.228 -3.449 0.349
C -5.139 -2.521 -2.320
P -3.508 0.588 -0.929
C -4.688 -0.633 -0.253
C -4.326 1.085 -2.456
C -3.189 1.915 0.224
H -5.378 -2.986 1.332
H -4.705 -4.409 0.492
H -6.204 -3.662 -0.110
H -6.174 -2.802 -2.087
H -4.675 -3.303 -2.935
H -5.125 -1.580 -2.883
H -4.122 2.133 0.768
H -2.866 2.794 -0.351
H -2.406 1.646 0.952
H -4.755 -0.530 0.843
H -5.686 -0.424 -0.680
H -4.090 2.133 -2.653
H -5.417 0.998 -2.324
H -4.031 0.460 -3.312
C 2.942 -0.659 3.728
C 1.616 -0.044 3.323
C 0.509 -0.790 4.054
O 1.424 -0.278 1.924
B 1.202 0.996 1.402
O 0.777 1.955 2.314
C 1.519 1.538 3.473
C 0.755 2.024 4.691
C 2.885 2.221 3.479
H 3.797 -0.224 3.196
H 2.924 -1.735 3.528
H 3.118 -0.532 4.804
H 0.538 -1.849 3.774
H 0.653 -0.729 5.139
H -0.481 -0.386 3.811
H 1.290 1.727 5.603
H 0.699 3.121 4.674
H -0.261 1.610 4.722
H 3.516 1.921 2.630
H 2.749 3.309 3.439
H 3.424 1.994 4.407
*
```

The calculation puts the HOMO-LUMO gap (alpha / beta) at 7.48 / 6.82 eV.

Atom charges from the Löwdin analysis, given in e for atoms 1 to 6: 0.80 -0.27 -0.27 -0.28 -0.28 -0.30